The following is a DFT calculation (ωB97M-V/def2-TZVPD) of C31H37FeN3O3 as an isolated structure at a distorted geometry.

Geometry as XYZ:
```
75
Properties=species:S:1:pos:R:3
H -2.41475 3.53031 -2.32691
C -0.71186 0.62351 -2.89853
O 1.99613 1.17481 -3.26449
H 0.35771 -2.02055 -5.82491
C 2.43685 0.68073 -0.98370
H -1.83006 2.74144 5.17769
C -0.82506 -0.44678 -3.79235
C 4.40072 0.74431 0.34905
H 0.56583 3.26107 -1.78533
H 0.95199 0.23363 5.69547
C -1.82050 2.55486 -0.56328
O 1.69663 -0.64284 3.44603
H 1.51223 -0.87129 -5.13562
H -2.71605 1.94391 -0.44045
H -3.44011 0.66476 -5.64834
C -2.24546 -0.04254 4.85729
C 0.09071 -1.64414 -3.68633
C 3.66680 0.34462 1.46314
C -2.06166 -3.65533 1.26253
H -0.00502 -3.76293 -3.25889
H -1.26263 -4.01349 1.91370
H -3.09108 -2.09736 -0.76152
C 1.52194 0.82976 -2.18296
H -1.57073 2.90647 3.43863
H -0.27691 1.18497 6.53993
C -3.06068 -1.67845 3.32798
H 1.67998 -2.60061 -4.80875
N 1.78680 0.27602 0.09215
C 3.79482 0.92623 -0.89149
C 2.31117 0.12570 1.29600
H -3.99943 -1.22656 5.20692
H -1.88660 -1.24084 -5.47489
H -1.29037 -2.82314 -2.50307
C -1.57512 2.89037 -2.03660
O 0.32401 -1.67203 -0.40556
C 0.95832 -1.79051 -4.93933
H -0.39393 3.57365 4.57621
H 4.11664 0.21195 2.43659
H -0.44026 4.70209 -1.68520
H 0.76383 -1.51849 -2.83886
C -0.31667 3.74621 -2.20277
H -1.35994 -3.18613 -4.23614
H -1.93735 -4.13086 0.28646
H 1.15624 1.97854 5.88429
C -1.03783 -0.46109 2.80497
H -1.04025 -1.93385 0.57261
H -1.95962 3.47173 0.01438
C 0.42497 1.18664 5.70104
C -3.17571 -1.01196 4.53583
C 1.28890 -0.27365 2.34932
H -3.26794 2.52994 -4.04713
H -3.81339 -2.40819 3.05285
C -3.14144 -1.63462 0.22788
C -2.57588 1.69787 -3.97605
H -3.01641 -3.99920 1.67813
C -1.19504 0.25812 4.00236
H -3.08443 -0.54947 0.08989
C -2.00093 -2.13832 1.11403
H 5.46301 0.92724 0.45224
C -2.67738 0.65178 -4.87892
C -2.01514 -1.42133 2.45087
C -1.80106 -0.41465 -4.77841
H 0.48254 1.53724 3.61362
C -1.60797 1.69843 -2.97894
N 0.24165 0.56693 -1.86031
H 4.34261 1.25279 -1.76367
C -0.28890 1.41509 4.36930
C -0.69142 -2.92712 -3.40858
H -4.12586 -1.85987 0.65354
N 0.01540 -0.13170 1.91029
C -1.06950 2.73377 4.39320
H -2.35562 0.50938 5.78431
H -0.12039 3.95452 -3.25470
H -0.97844 2.02504 -0.10913
Fe -0.00611 -0.06321 -0.04336
```

Properties
**ΔE to the lowest compared entry with this formula, charge and spin**: 0.00 kcal/mol
**Max |F|**: 2.3 eV/Å
**Gap between HOMO and LUMO (alpha / beta)**: 7.4 / 7.1 eV
**Net charge**: -1
**Molecular weight**: 555.50 g mol⁻¹
**<S²>**: 0.760
**LUMO level (alpha / beta)**: 0.101 / 0.103 hartree
**HOMO energy (alpha / beta)**: -0.17247 / -0.15999 hartree
**Spin multiplicity**: 2

The following is a DFT calculation (ωB97M-V/def2-TZVPD) of C31H38BF4GeLuN4O3S2 as an isolated structure at a distorted geometry.

Geometry as XYZ:
```
85
Properties=species:S:1:pos:R:3
C -1.87820 2.72660 0.65950
F 3.21570 1.29910 -0.73210
H -4.21010 0.96980 -0.20310
C -2.85910 -1.09410 -1.74500
H 3.10510 -3.21260 -2.44190
H -0.03260 4.61140 6.23630
C 4.12350 -0.50330 2.69110
C -2.36140 3.83800 1.33290
C 1.61600 4.23020 4.92900
H -2.70590 4.65950 -3.44720
F 1.36890 0.07340 -1.33470
H 4.66620 -1.39430 2.99560
C 5.41340 -1.52720 0.15690
H -3.07850 -1.09680 2.33780
C -1.71210 2.76300 -3.50010
C 1.21700 2.68110 3.13970
C -1.84870 2.74890 -0.77590
H -0.70280 0.87560 -3.18190
H -4.91060 -1.18890 0.80980
H -3.67460 -2.74830 1.98690
H 6.07520 -1.02830 0.84820
C -2.85230 4.93980 0.63140
H 0.70720 -2.52550 4.43240
H -0.47590 -5.30830 2.99580
N -1.29850 1.68240 -1.40390
H -5.52990 -1.73130 -0.76580
N -3.55040 -0.30920 -2.58920
H -0.53610 -1.29140 4.61530
H -2.88040 -2.02930 0.03980
H -0.50490 -3.20900 0.23570
C 5.12810 -2.76720 -1.88260
C 5.95310 -2.15800 -0.94870
C -1.42520 -4.80860 2.83780
H -5.60890 -0.00680 -2.74600
C 3.75330 -2.75600 -1.71120
S -1.15130 1.32970 2.77760
C 4.02650 -1.49450 0.33080
H -2.05510 -5.01470 3.69470
Ge -1.15460 -2.82140 2.63960
F 1.71500 2.18140 -2.18320
H -5.95330 0.72020 -0.45200
H -3.03200 0.00510 -3.39690
H 3.43220 -0.19660 3.47360
S -1.31640 -1.61110 -2.15280
O -0.32800 0.11790 2.71370
H 2.28290 4.89370 5.45770
C -3.03920 -2.14240 2.63110
F 1.14230 1.85560 0.01970
C -0.55140 3.23560 4.67850
C -2.86990 4.96290 -0.73980
C 3.20870 -2.12630 -0.61120
N -1.39980 1.58930 1.22230
B 1.92140 1.39820 -1.11300
H -3.42900 -2.21700 3.64050
H 0.86830 -2.82140 1.23100
H -4.63550 1.46480 -2.54020
H 2.13770 -2.14240 -0.44870
H 7.02340 -2.15770 -1.10230
C -1.20450 1.71480 -2.71530
C -2.35820 3.87410 -1.47190
H 3.09280 3.64860 3.49200
N -3.45550 -1.52590 -0.62770
O 2.20800 -0.35280 1.29090
C 0.30860 4.07880 5.36150
H -1.89430 -5.24480 1.96290
C -0.14290 -2.47160 0.96820
H 4.83820 0.30200 2.52470
H 5.56050 -3.24670 -2.74610
H -3.25080 5.81730 -1.27790
C -4.95950 0.35670 -0.71130
O -2.37100 1.22540 3.53580
C -0.36180 -2.33730 4.40230
Lu -0.02260 -0.11730 0.41950
H -3.22250 5.79230 1.18590
H 1.55860 2.10840 2.29150
C -0.08940 2.54760 3.57160
C -4.78680 -1.09360 -0.26790
H -1.62650 2.72210 -4.57550
H -2.36340 3.83260 2.41200
C 3.36120 -0.75780 1.42000
C 2.07100 3.53310 3.82010
H -1.57150 3.08210 4.99480
C -4.74720 0.42480 -2.22070
H -0.84350 -2.93950 5.16740
C -2.30010 3.83270 -2.88070
```

Properties
**ΔE to the lowest compared entry with this formula, charge and spin**: 0.00 kcal/mol
**Max |F|**: 1.9 eV/Å
**Gap between HOMO and LUMO**: 7.5 eV
**Net charge**: 0
**Molecular weight**: 913.19 g mol⁻¹
**LUMO level**: -0.003 hartree
**HOMO energy**: -0.27658 hartree

The following is a DFT calculation (ωB97M-V/def2-TZVPD) of C31H38BF4N2P2Si2Ti as an isolated structure.

Geometry as XYZ:
```
81
Properties=species:S:1:pos:R:3
C 2.71380 0.47604 2.10273
Si 2.67324 -1.28560 -1.45874
C 0.46781 -2.98420 1.72196
C 4.66765 1.92538 3.44550
C 2.71628 0.52457 3.49662
H -1.22975 6.01659 -0.81104
C 3.68798 1.24989 4.16472
C 0.51712 3.83439 -2.28760
H 1.91279 -5.91504 2.59823
H -0.48622 -2.56697 1.42219
Si -0.90432 3.59642 -1.09336
B -1.86295 -1.49908 -1.99350
C 2.09432 -3.05513 -1.59474
C -0.16796 0.13712 1.44086
H -5.18898 0.16621 2.24159
F -0.57343 -0.90253 -2.39752
H -4.53826 4.32479 3.02743
C -3.18205 0.86572 1.97164
H 1.43745 4.09303 -1.75840
C 0.08350 2.87087 3.92821
H 3.87786 -4.43227 2.80776
H 5.42387 2.41803 1.49971
H 3.68352 1.29004 5.24640
P -0.61082 1.76431 1.47970
C 3.68368 1.16855 1.38922
H 2.88651 0.61604 -3.03245
C -5.01342 2.26253 2.66114
C -2.45437 3.15878 -2.03948
C -2.32474 1.96029 2.02434
C -4.52457 1.01926 2.28663
C 2.14666 4.41621 2.89770
H 1.59337 3.59994 0.98670
C 2.92271 -4.02673 2.49994
C 2.80383 -2.67295 2.21821
H 2.65053 -3.57800 -2.37731
C 1.38262 3.62756 2.04940
C 1.81791 -4.85818 2.38402
H -2.76233 3.96614 -2.70815
H 3.66133 1.14467 0.30766
H -2.31112 2.26208 -2.64948
C -2.81940 3.20575 2.40785
H 2.24415 -3.59593 -0.65678
H 0.30747 4.62687 -3.00953
F -2.15800 -0.56368 -0.88547
H -3.27772 2.95710 -1.34943
C -4.16004 3.35642 2.72598
H -0.38771 5.36227 0.59754
N -0.47344 2.24460 -0.08712
H 2.95784 5.01061 2.49722
H 3.66771 -2.02518 2.31033
C 4.46986 -1.28112 -0.91335
H 5.03918 -1.96598 -1.54752
F -1.64231 -2.74335 -1.48531
H -6.06058 2.38008 2.90922
H -0.27212 -4.98433 1.90963
H 1.57956 -0.46789 -3.54263
C 2.58561 -0.43142 -3.12034
H 3.26082 -0.91020 -3.83352
H 4.58960 -1.61182 0.12037
C -1.18605 5.16924 -0.12204
C 0.58985 -4.33608 1.99822
H -2.13268 5.13617 0.41956
F -2.77981 -1.39496 -2.97459
H -2.78450 -0.10028 1.68591
C 4.66492 1.88686 2.06019
C 1.87247 4.43859 4.25726
C 0.84220 3.66332 4.77399
H 1.95211 -0.00511 4.05504
H 0.70885 2.91746 -2.85322
H 2.46608 5.05832 4.91740
H 5.43069 2.48683 3.96984
H -0.72008 2.26418 4.32969
H 0.63104 3.67710 5.83550
C 1.57724 -2.14709 1.82259
P 1.41237 -0.44061 1.24506
H -2.15233 4.05695 2.47073
H 1.03185 -3.10364 -1.84258
C 0.34396 2.85725 2.55887
H 4.92470 -0.29268 -1.00457
N 1.65525 -0.38407 -0.36828
Ti -0.24917 0.32225 -0.64922
```

Properties
**ΔE to the lowest compared entry with this formula, charge and spin**: 0.89 kcal/mol
**Max |F|**: 0.2 eV/Å
**Gap between HOMO and LUMO (alpha / beta)**: 8.1 / 8.8 eV
**Net charge**: 0
**Molecular weight**: 691.45 g mol⁻¹
**<S²>**: 0.754
**LUMO level (alpha / beta)**: 0.016 / 0.018 hartree
**HOMO energy (alpha / beta)**: -0.28103 / -0.30460 hartree
**Spin multiplicity**: 2